[1]
Below is a structure of composition C36H51N5O6SSiTc, with properties calculated with ωB97M-V/def2-TZVPD.

Geometry as XYZ:
```
101
Properties=species:S:1:pos:R:3:lowdin_spin:R:1
Tc -0.78 -0.60 0.52 1.16
H 0.70 3.48 0.73 0.00
H 2.08 -4.08 2.23 0.00
C -3.66 -0.42 -2.53 0.00
N 0.78 -2.37 -0.25 0.01
C 2.70 4.75 -0.70 0.00
H -3.53 1.74 -2.37 0.00
H -6.51 -3.95 -1.69 0.00
C 2.90 -3.75 -1.38 0.00
C 3.11 -3.82 2.45 0.00
H 3.77 5.88 0.80 0.00
H -1.06 1.15 3.83 0.00
H -5.59 -2.13 -3.04 0.00
O -0.58 -1.52 4.61 0.02
O 1.01 0.30 0.14 0.05
H -1.37 4.66 -1.56 0.00
H 2.65 2.61 -0.43 0.00
H -0.98 7.08 -1.63 0.00
H 0.53 0.85 4.58 0.00
H -3.27 -2.39 3.75 0.00
H 3.56 4.78 -1.37 0.00
N -0.37 2.09 -1.98 0.00
H 3.73 -4.28 -1.84 0.00
C 2.02 3.39 -0.88 0.00
H -4.67 -1.74 2.89 0.00
C 2.03 -2.16 0.19 0.00
C -2.23 -0.55 -3.06 0.01
H 4.11 -2.56 -0.07 0.00
H -0.80 1.17 -2.11 0.00
C -0.64 5.07 -2.24 0.00
C 2.02 0.11 0.98 0.01
C -0.83 -3.60 -1.61 0.00
H 1.39 -4.78 -2.49 0.00
H 1.46 4.12 -4.72 0.00
H 5.10 -0.22 2.08 0.00
H 0.65 8.04 -3.21 0.00
H -1.44 -3.23 1.49 0.00
H 3.74 -4.28 1.69 0.00
H -4.30 -4.02 2.19 0.00
H 1.92 3.18 -1.95 0.00
C 0.06 4.23 -3.11 0.00
H 5.67 -1.41 3.24 0.00
N -2.35 -1.27 0.02 -0.18
H -1.51 -3.57 -0.77 0.00
O -0.27 2.16 -4.22 0.00
H -3.34 0.88 -0.84 0.00
C -0.43 6.44 -2.29 0.00
O 3.23 0.64 0.44 0.00
O -0.31 -1.34 2.42 0.03
C -4.07 -1.59 -1.65 -0.04
C -0.10 0.65 3.70 0.00
H -5.60 -4.37 0.56 0.00
H -1.52 -0.64 -2.23 0.01
C -3.64 -2.09 2.78 0.00
C 1.17 6.15 -4.06 0.00
C 3.17 4.98 0.74 0.00
H 1.88 6.56 -4.76 0.00
H 3.24 -0.52 4.67 0.00
H -0.87 -4.57 -2.09 0.00
H -2.15 -1.44 -3.69 0.00
C -0.24 2.46 -0.67 0.00
C 0.56 -3.30 -1.19 0.00
C -3.45 -1.89 -0.39 0.00
H 5.65 -1.78 1.53 0.00
H -3.03 -1.26 2.42 0.00
C -3.59 -3.27 1.81 0.00
H 3.37 -4.28 3.40 0.00
C 5.11 -1.28 2.32 0.00
N 0.70 3.33 -0.27 0.00
C -0.37 -0.88 3.60 0.01
C 0.95 4.78 -4.03 0.00
O 0.45 1.19 2.52 0.00
S -1.41 1.90 0.42 0.00
H 2.33 5.09 1.42 0.00
H -4.93 1.02 -1.58 0.00
H -1.99 0.31 -3.68 0.00
C -0.19 2.77 -3.17 0.00
C 1.81 0.94 2.28 0.00
H -1.18 -2.86 -2.33 0.00
C 2.86 -1.49 4.35 0.00
H -1.97 -4.31 2.78 0.00
C 0.48 6.97 -3.19 0.00
H -4.32 -0.42 -3.40 0.00
H 3.78 4.14 1.06 0.00
H 2.02 5.55 -1.00 0.00
H 3.39 0.21 -0.41 0.00
H 2.31 1.91 2.12 0.00
Si 3.31 -1.93 2.55 0.00
C 1.60 -4.02 -1.76 0.00
H 3.33 -2.23 4.99 0.00
C -5.14 -2.34 -2.08 0.00
C -4.07 -2.90 0.43 -0.04
H -2.22 -4.78 1.10 0.00
H 2.28 0.44 3.12 0.00
C -3.87 0.89 -1.78 0.00
H 1.80 -1.54 4.55 0.00
C -5.68 -3.36 -1.32 -0.05
C 3.12 -2.81 -0.40 0.00
N 2.26 -1.31 1.27 0.00
C -2.21 -3.94 1.79 0.00
C -5.16 -3.60 -0.06 0.01
```

## Properties
ΔE to the lowest compared entry with this formula, charge and spin = 36.5 kcal per mole
spin multiplicity = 2
expectation value of S² = 0.89



[2]
Below is a cluster of 12 separate species, C36H52BrCl34F3I2N4O4P in total, with properties calculated with ωB97M-V/def2-TZVPD.

Geometry as XYZ:
```
137
Properties=species:S:1:pos:R:3:lowdin_charge:R:1
H 0.13 4.95 -0.38 0.09
C 0.86 4.77 0.44 -0.14
C -1.96 -1.56 -1.71 -0.18
H -2.62 -2.87 -0.14 0.03
C -1.56 0.74 1.35 -0.57
C -2.20 -0.32 -0.81 -0.14
Cl -4.62 7.16 -3.84 0.54
Br 1.06 1.87 -5.97 0.30
Cl 7.37 7.22 0.34 0.53
Cl 2.74 -8.38 -0.32 0.56
N -0.38 1.08 -2.27 0.04
H -0.25 -3.58 -0.90 0.07
H -3.93 3.47 1.51 0.07
C -0.86 -5.45 -0.04 -0.21
C 0.67 3.27 0.86 -0.63
Cl 3.88 -6.29 7.25 0.53
H -2.92 -4.93 -1.57 0.11
H 1.91 4.88 0.07 -0.02
H 1.04 0.40 1.91 0.07
Cl -0.21 11.47 -2.74 0.54
H 1.52 -1.20 -3.75 0.08
C 1.64 -1.50 3.56 -0.23
H -2.27 3.54 2.10 -0.08
H 1.29 -2.38 -2.26 0.13
H 2.28 -2.31 1.64 0.13
H 0.68 5.46 1.28 0.03
C 1.79 -1.78 -1.46 -0.09
H 3.93 -2.30 -1.27 0.15
P 0.11 -0.04 -5.17 0.64
N -2.23 3.09 -3.69 0.25
C 8.20 5.67 0.28 -1.52
I -3.83 1.18 3.36 0.76
H -3.73 1.20 0.68 0.07
Cl 0.92 -8.37 -2.58 0.54
H -0.24 3.24 1.48 0.03
H 3.26 -8.56 -2.60 0.02
H -2.66 3.55 0.28 0.08
H -1.36 2.31 -0.78 0.15
C -2.90 3.12 1.27 -0.22
Cl -5.96 -2.94 1.98 0.54
H -3.02 -0.62 -0.12 0.09
H 1.66 1.72 -0.23 0.09
Cl 4.21 5.58 -0.07 0.55
Cl -1.45 6.31 -8.42 0.48
H 1.43 -6.48 0.68 0.01
C -4.84 -8.05 4.50 -1.51
Cl -1.47 3.75 3.93 0.58
O 0.03 -4.92 0.97 -0.24
Cl -1.86 -3.16 8.64 0.55
O -1.50 0.23 -4.87 -0.34
H -0.08 -1.61 0.04 0.12
Cl -1.93 7.19 -2.73 0.49
H 1.76 10.62 -1.79 0.01
H -0.48 -6.46 -0.32 0.11
H 2.27 -0.23 0.82 0.11
Cl -4.12 -6.47 4.86 0.49
C 3.89 -0.24 -1.87 -0.03
C -1.17 2.84 -3.44 -0.30
C 0.86 10.17 -2.20 -1.54
H 1.82 -2.45 -0.58 0.13
C 4.35 5.46 -1.82 -1.53
Cl 0.08 9.21 -0.93 0.49
H 4.95 -0.29 -2.20 0.10
H -2.92 4.54 -8.86 0.01
Cl 0.78 5.17 5.12 0.55
Cl -6.02 -5.45 0.52 0.53
C -3.01 6.44 -3.92 -1.55
C -0.87 5.32 4.50 -1.48
Cl 7.40 4.57 -0.85 0.55
C 3.30 -1.67 -1.95 -0.36
H -1.87 -5.51 0.42 0.03
Cl 3.22 4.24 -2.46 0.55
H -1.84 0.93 -5.46 0.06
C 1.41 -1.75 2.06 -0.14
N 1.14 -0.48 -1.27 0.04
H -0.18 -4.94 -2.03 0.10
Cl -2.66 5.56 -10.95 0.53
H 8.17 5.22 1.27 0.02
Cl -1.99 -1.63 6.17 0.51
H 3.29 0.54 -2.37 0.07
C -0.98 0.34 -0.07 -0.32
Cl 3.29 -4.17 9.14 0.54
Cl -5.53 -8.06 2.88 0.54
H -5.64 -8.22 5.22 0.02
H -2.68 0.48 -1.44 0.13
H -2.14 -3.98 -2.95 0.11
H 0.28 -6.65 2.09 0.11
H -0.65 -3.49 6.66 -0.05
H 5.35 5.15 -2.07 -0.07
Cl 1.32 9.15 -3.57 0.50
H -2.31 -1.32 -2.75 0.11
C -5.26 -4.55 1.84 -1.52
H -3.09 5.38 -3.69 -0.04
H 3.93 -1.64 -3.80 0.10
H 2.84 -4.22 6.85 -0.01
C 1.25 -0.43 1.22 -0.13
C 0.57 0.05 -2.38 -0.28
C -2.85 5.56 -9.20 -1.55
C 1.20 -2.37 4.43 -0.34
O -0.08 2.18 -3.07 -0.06
C 2.79 -4.95 7.64 -1.55
C 0.76 2.35 -0.38 -0.15
H 3.92 0.03 -0.78 0.09
H 1.65 -5.52 2.18 0.09
N 0.84 -0.44 -3.58 -0.05
Cl 2.09 2.93 1.98 0.62
H -3.90 -2.67 -1.44 0.12
C -2.82 -2.80 -1.24 -0.20
H -1.51 5.65 5.31 0.02
H -0.93 -1.96 -1.81 0.07
H 0.56 -2.45 1.95 0.06
O 3.45 -2.28 -3.25 -0.06
Cl -2.33 6.59 -5.55 0.49
F 1.37 -2.14 5.74 0.12
C 0.89 -5.94 1.48 -0.12
Cl 9.90 5.88 -0.17 0.54
C 0.29 -0.56 -0.03 -0.20
H -5.44 -5.09 2.77 -0.04
C -2.93 1.55 1.36 -0.67
C -1.67 -3.22 6.88 -1.54
Cl -4.34 6.40 -8.74 0.53
C 2.55 -7.97 -2.03 -1.52
Cl 4.05 7.02 -2.57 0.54
Cl 1.12 -5.53 7.76 0.54
H -0.86 1.31 1.99 0.06
H 1.12 3.06 -1.17 0.07
C -0.49 1.61 -0.88 -0.16
Cl 2.90 -6.26 -2.30 0.52
I -1.95 -1.06 2.58 0.93
C -0.83 -4.47 -1.25 -0.16
Cl -3.51 -4.45 1.59 0.59
Cl -2.73 -4.45 6.18 0.49
Cl -3.64 -9.33 4.68 0.55
F 2.30 -0.38 3.89 0.09
F 0.57 -3.48 4.10 0.13
C -2.22 -4.12 -1.85 -0.18
Cl -0.94 6.52 3.21 0.56
```

## Properties
E_tot = -581761.0097 eV
charge = +1



[3]
Below is a structure of composition C36H52N3OP2PdS, with properties calculated with ωB97M-V/def2-TZVPD.

Geometry as XYZ:
```
96
Properties=species:S:1:pos:R:3:lowdin_spin:R:1
H 2.91 -0.56 1.62 0.00
H 5.40 0.49 -1.11 0.00
C 3.01 -2.00 -0.64 0.00
H -4.11 0.22 3.54 0.00
H 0.93 -6.75 -1.78 0.00
C 0.45 0.77 -3.00 0.00
C 1.76 1.53 5.05 0.00
C -4.62 1.28 1.01 0.01
H 0.65 -4.48 -0.77 0.00
H -4.40 -1.65 -2.36 0.00
H -2.24 2.52 1.39 0.00
C 3.06 2.37 -1.42 0.02
H -3.02 -2.99 1.50 0.00
C 3.94 2.39 -2.68 0.01
H 1.57 0.71 5.75 0.00
C -5.04 -1.79 0.05 0.01
H -0.07 -7.23 -4.02 0.00
C -3.57 -1.92 -0.34 0.06
H -5.54 -2.72 -0.25 0.00
H 3.19 2.93 0.68 0.00
C -3.58 -2.18 -1.86 0.01
H 2.56 0.47 -3.43 0.00
H 4.72 -0.61 -2.34 0.00
H 4.70 2.22 0.04 0.00
H 3.53 4.43 4.68 0.00
C -2.67 0.48 -1.35 0.40
H 1.28 3.49 -0.81 0.00
H -5.36 0.56 0.65 0.00
C -0.52 -3.72 -2.42 0.00
H 3.20 2.53 6.33 0.00
H -4.37 1.97 0.19 0.00
H 1.28 3.05 -2.54 0.00
C -1.16 -4.02 -3.64 0.00
H 4.42 3.38 -2.73 0.00
H -1.57 1.38 2.57 0.00
H -3.71 -3.25 -2.03 0.00
C -2.49 1.76 2.13 0.00
C -2.91 -3.09 0.41 0.01
C -3.36 0.64 1.57 0.03
N -0.39 1.01 -1.99 0.18
H -3.19 1.68 -3.73 0.01
H -2.66 -1.88 -2.36 0.00
H 4.17 0.66 1.27 0.00
C -0.56 -2.42 -1.82 0.00
H 4.61 -1.06 1.37 0.00
C 1.81 0.18 -2.68 0.01
P 2.32 0.69 -0.99 0.09
N -0.35 -1.47 -1.16 0.00
H -5.10 1.87 1.81 0.00
N 2.19 3.60 3.32 0.00
H -1.85 -3.18 0.17 0.00
C -2.14 1.43 -3.57 0.14
H -5.22 -1.68 1.13 0.00
H -1.49 1.69 -5.62 0.00
H -5.54 -0.98 -0.49 0.00
H 4.22 3.86 -0.41 0.00
C 1.91 3.36 -1.70 0.00
H -3.03 2.26 2.95 0.00
H -4.24 -1.19 2.49 0.00
H 2.35 4.34 -1.93 0.00
H 3.36 2.27 -3.60 0.00
C 0.20 -4.72 -1.74 0.00
C -1.02 -5.30 -4.20 0.00
H -2.67 -0.72 3.13 0.00
C -1.22 1.40 -4.61 -0.01
C 3.83 -0.36 1.04 0.00
C -3.62 -0.33 2.74 0.00
H 2.04 -2.12 -0.13 0.00
C 3.84 2.85 -0.20 0.00
H 2.32 4.37 2.67 0.00
H -3.72 0.58 -1.65 0.01
H 2.88 -2.28 -1.69 0.00
C -0.23 -6.26 -3.55 0.00
C 0.07 0.95 -4.34 0.16
H 0.82 0.76 -5.10 0.01
C 0.30 -0.68 1.50 0.05
C 2.66 2.55 5.39 0.00
H -1.51 -5.53 -5.15 0.00
C 0.35 -5.99 -2.31 0.00
S 0.49 2.89 1.47 0.00
H 0.39 0.78 3.53 0.00
P -2.41 -0.35 0.17 0.13
C 1.30 2.62 2.94 0.00
H -1.75 -3.25 -4.14 0.00
C 4.88 -0.46 -1.27 0.01
C 3.58 -0.58 -0.46 0.01
H -3.40 -4.02 0.11 0.00
H 3.72 -2.72 -0.19 0.00
O 0.28 -1.59 2.21 0.00
C 2.87 3.59 4.51 0.00
H 4.74 1.63 -2.67 0.00
C 1.09 1.56 3.82 0.00
H 5.57 -1.26 -0.93 0.00
H 1.73 -0.91 -2.70 0.00
Pd 0.26 0.71 0.14 0.59
C -1.74 1.02 -2.26 0.02
```

## Properties
spin multiplicity = 3
expectation value of S² = 2.06
E_tot = -77579.5042 eV
charge = +1